1.
Below is a molecular structure, C25H27CuN5O4, with properties calculated with wB97M-V/def2-TZVPD.

## Properties
**Charge**: -1
**Total energy**: -3184.1936 Ha
**E_HOMO**: -3.26 eV
**Multiplicity**: 1
**Kohn-Sham gap**: 5.86 eV

XYZ file:
```
62
Properties=species:S:1:pos:R:3:forces:R:3:nbo_charge:R:1
Cu 0.8080 -1.2295 0.3759 0.09 -0.16 0.18 0.90
O -2.9458 -3.1619 -3.0026 -0.03 0.03 0.08 -0.71
C -2.2211 -2.4260 -3.8552 -0.06 0.00 0.02 0.34
C -2.5741 -2.4555 -5.2068 0.03 0.02 0.00 -0.30
C -1.8729 -1.7086 -6.1337 -0.03 0.00 -0.05 -0.20
C -0.8030 -0.9162 -5.7341 0.02 0.02 0.00 -0.29
C -0.4505 -0.8929 -4.3955 0.03 -0.02 0.07 -0.17
C -1.1355 -1.6344 -3.4374 0.07 0.02 -0.04 -0.15
C -0.6693 -1.5619 -2.0107 -0.12 0.02 -0.01 0.59
O 0.3569 -0.8814 -1.7444 0.09 -0.05 -0.08 -0.79
N -1.4270 -2.2435 -1.1543 0.03 0.00 0.01 -0.53
N -0.9505 -2.1556 0.1376 -0.09 -0.01 0.02 -0.39
C -1.6971 -2.5783 1.0832 0.14 0.16 -0.03 0.11
C -1.3859 -2.4810 2.5075 -0.05 -0.03 -0.14 -0.24
C -2.2970 -3.1303 3.3481 -0.06 -0.05 0.11 -0.15
C -2.2110 -3.1173 4.7259 -0.02 -0.01 -0.08 -0.34
C -1.1613 -2.3963 5.2987 0.05 0.03 0.09 -0.21
C -0.2514 -1.7331 4.5130 0.02 0.01 0.05 -0.28
C -0.2901 -1.7412 3.0865 -0.06 -0.01 -0.02 0.41
O 0.6192 -1.1068 2.4458 0.08 -0.12 -0.14 -0.83
H -2.5620 -2.9620 -2.0876 0.05 -0.07 0.02 0.50
H -3.4118 -3.0748 -5.4988 -0.03 -0.02 -0.01 0.21
H -2.1657 -1.7418 -7.1770 0.00 -0.01 -0.01 0.19
H -0.2529 -0.3269 -6.4567 0.00 0.00 -0.01 0.20
H 0.3797 -0.2961 -4.0408 0.01 0.02 -0.01 0.23
H -2.6657 -3.0187 0.8266 0.00 0.00 -0.02 0.15
H -3.1136 -3.6691 2.8764 -0.01 -0.01 -0.01 0.19
H -2.9365 -3.6383 5.3364 -0.01 -0.01 0.00 0.19
H -1.0599 -2.3513 6.3787 -0.01 -0.01 0.01 0.19
H 0.5585 -1.1665 4.9577 0.01 0.01 0.02 0.19
C 5.5123 -0.7680 0.2384 0.09 0.03 -0.02 -0.18
C 4.8922 -1.1253 1.4259 -0.07 -0.02 -0.04 -0.27
C 3.5589 -1.5032 1.3922 0.04 -0.02 -0.08 0.05
N 2.8601 -1.5497 0.2548 -0.25 0.36 -0.01 -0.50
C 3.4563 -1.1963 -0.8887 0.06 -0.10 0.08 0.04
C 4.7828 -0.8003 -0.9415 -0.04 -0.03 0.07 -0.26
H 6.5511 -0.4605 0.2334 0.00 0.00 0.00 0.21
H 5.4170 -1.1026 2.3712 0.04 0.01 -0.01 0.21
H 3.0013 -1.7479 2.2888 -0.03 0.00 -0.01 0.24
H 2.8249 -1.2260 -1.7691 -0.03 0.00 0.00 0.23
H 5.2204 -0.5206 -1.8897 0.05 0.01 0.00 0.21
C -2.9353 2.8413 0.8873 -0.12 -0.02 -0.02 -0.41
N -1.5824 3.3424 0.8394 0.03 -0.03 0.09 -0.46
C -1.4236 4.7707 0.7224 -0.02 0.05 -0.03 -0.20
C -0.0183 5.1664 1.1213 0.03 0.03 0.00 -0.41
C 0.9649 4.3806 0.2796 0.01 0.07 -0.05 -0.20
N 0.6874 2.9663 0.3557 -0.05 0.00 0.10 -0.46
C 1.7502 2.0965 -0.0864 0.20 -0.09 -0.11 -0.40
C -0.5745 2.4398 0.5392 -0.01 -0.04 -0.06 0.79
O -0.7957 1.2468 0.4717 0.03 -0.01 -0.02 -0.63
H -3.4643 3.2829 1.7360 0.01 0.00 -0.01 0.18
H -2.9071 1.7620 0.9998 0.01 0.01 0.00 0.26
H -3.4884 3.0836 -0.0290 0.01 -0.01 0.01 0.17
H -2.1596 5.2496 1.3746 0.02 -0.01 0.00 0.19
H -1.6368 5.1143 -0.3026 0.00 0.00 0.00 0.17
H 0.1364 4.9321 2.1766 0.00 0.00 0.01 0.21
H 0.1350 6.2379 0.9820 -0.01 0.00 -0.01 0.21
H 1.9883 4.5450 0.6304 -0.02 -0.01 0.01 0.20
H 0.9319 4.7305 -0.7653 -0.01 -0.01 0.03 0.17
H 2.6380 2.2528 0.5336 0.01 -0.01 0.00 0.18
H 2.0167 2.3017 -1.1304 -0.01 -0.01 0.00 0.18
H 1.4493 1.0541 -0.0139 -0.12 0.07 0.02 0.25
```
Forces are in eV/Å.

2.
Below is 6 unconnected molecules or ions with the total composition C28H69O11P2 at a distorted geometry, with properties calculated with wB97M-V/def2-TZVPD.

## Properties
**Charge**: +1
**Total energy**: -2618.3011 Ha
**E_HOMO**: -10.82 eV
**Multiplicity**: 1
**Kohn-Sham gap**: 7.69 eV

XYZ file:
```
110
Properties=species:S:1:pos:R:3:forces:R:3:lowdin_charge:R:1
C -1.1121 -1.3258 -0.2582 0.19 -0.41 0.53 -0.10
C -0.6450 -2.6991 -0.7765 0.20 0.49 0.08 -0.23
C 0.2352 -2.5923 -1.9999 -0.93 0.14 -0.48 -0.21
O 1.4555 -1.8084 -1.8170 0.02 -0.50 0.05 -0.29
P 2.6160 -2.3582 -0.8873 0.84 0.00 0.16 0.92
C 2.8115 -4.1991 -0.9450 0.27 -0.57 -0.24 -0.27
O 3.2438 -4.7267 0.2637 -0.25 0.41 0.05 -0.16
C 4.6016 -4.4490 0.6034 0.47 -0.35 0.38 -0.27
C 5.5528 -5.5696 0.2218 0.17 0.33 -0.20 -0.04
C 4.0860 -1.4793 -1.5221 -0.33 0.20 -0.41 -0.16
C 4.8681 -2.2633 -2.5496 0.97 -0.65 -0.13 -0.54
O 5.5250 -3.2516 -2.2960 -0.84 0.88 -0.28 0.11
O 4.7504 -1.7238 -3.7799 -0.58 -0.25 0.65 0.13
P 2.1722 -1.5096 1.2016 -1.12 0.09 0.59 0.84
O 2.6511 -2.6282 2.2283 0.23 0.39 0.04 -0.26
O 3.3765 -0.4131 1.3134 0.05 -0.53 -0.39 -0.28
H -0.5649 -0.5102 -0.7196 -0.10 0.17 -0.19 0.07
H -2.1822 -1.2022 -0.3762 -0.08 0.18 -0.30 0.06
H -0.9167 -1.2612 0.8090 -0.02 0.10 0.10 0.05
H -0.1485 -3.2622 0.0167 0.02 -0.16 0.05 0.10
H -1.5201 -3.2642 -1.0853 0.02 -0.31 -0.01 0.12
H 0.4749 -3.5577 -2.4366 0.27 -0.11 0.08 0.11
H -0.3278 -2.0527 -2.7566 0.19 0.20 -0.13 0.14
H 1.8524 -4.6558 -1.1757 -0.21 0.13 0.05 0.11
H 3.4913 -4.4675 -1.7585 0.04 0.20 -0.18 0.11
H 4.6240 -4.3196 1.6838 -0.20 -0.10 0.12 0.11
H 4.9651 -3.5150 0.1686 -0.19 0.17 -0.17 0.09
H 5.0673 -6.5393 0.2192 -0.09 -0.12 0.12 0.08
H 6.3708 -5.5816 0.9375 0.09 -0.13 0.07 0.09
H 5.9948 -5.3864 -0.7536 -0.06 -0.10 -0.19 0.07
H 4.6919 -1.1719 -0.6739 0.25 -0.28 0.06 0.07
H 3.7045 -0.5745 -1.9958 -0.11 0.09 0.01 0.11
H 4.9821 -2.3946 -4.4346 0.47 -0.04 -0.16 0.14
H 3.5827 -2.5892 2.4866 0.13 -0.19 0.01 0.07
H 3.2292 0.2369 0.6158 0.18 0.60 0.18 0.06
C 6.9961 -1.1543 1.4652 0.14 0.04 0.01 -0.07
C 6.6810 -0.1124 2.5301 -0.08 -0.01 -0.07 -0.29
O 7.6497 -0.0280 3.5465 -0.05 -0.08 0.11 -0.15
C 8.9555 0.3445 3.1334 0.15 0.08 -0.04 -0.27
C 9.0285 1.7177 2.4890 -0.15 -0.03 -0.06 -0.08
H 7.1959 -2.1234 1.9252 -0.04 -0.02 0.01 0.09
H 6.1512 -1.2553 0.7795 0.02 -0.01 0.05 0.03
H 7.8705 -0.8835 0.8729 -0.03 0.01 -0.04 0.08
H 5.7530 -0.3841 3.0353 0.01 0.04 0.08 0.11
H 6.5131 0.8696 2.0706 0.01 -0.02 -0.05 0.11
H 9.3799 -0.4175 2.4701 -0.02 0.01 -0.03 0.11
H 9.5540 0.3361 4.0429 -0.05 -0.03 0.05 0.12
H 8.5120 1.7477 1.5276 0.05 0.00 -0.02 0.06
H 10.0678 1.9917 2.3118 0.02 0.00 0.02 0.08
H 8.5738 2.4678 3.1366 0.04 0.01 0.03 0.08
C -4.5088 0.9521 0.2684 -0.13 -0.03 -0.04 -0.08
C -4.1145 1.1273 -1.1892 0.06 0.11 0.12 -0.29
O -4.6303 0.1237 -2.0439 0.17 -0.14 -0.03 -0.17
C -6.0450 0.0452 -2.1154 -0.17 0.01 -0.05 -0.28
C -6.6999 1.3086 -2.6432 0.08 0.15 0.10 -0.07
H -4.2688 -0.0548 0.6161 0.05 0.01 0.01 0.07
H -3.9824 1.6758 0.8918 0.02 0.01 -0.01 0.07
H -5.5778 1.1054 0.4179 0.01 0.06 0.02 0.07
H -3.0291 1.0523 -1.2811 0.00 -0.03 -0.07 0.10
H -4.3927 2.1259 -1.5428 -0.05 -0.01 0.03 0.11
H -6.4635 -0.2294 -1.1407 0.00 0.04 0.01 0.11
H -6.2528 -0.7846 -2.7907 0.08 -0.02 -0.01 0.12
H -6.5865 2.1474 -1.9535 -0.03 0.00 0.01 0.06
H -7.7675 1.1450 -2.7903 -0.01 -0.04 -0.01 0.08
H -6.2553 1.5999 -3.5954 -0.02 -0.04 -0.03 0.08
C -6.5681 7.2269 -1.5152 0.15 0.01 0.12 -0.07
C -6.9569 5.7970 -1.1840 -0.13 0.08 -0.07 -0.28
O -5.8668 4.9773 -0.7948 0.07 -0.18 -0.11 -0.18
C -5.1711 5.3953 0.3643 0.05 0.02 0.16 -0.28
C -6.0366 5.4444 1.6101 -0.19 0.11 -0.01 -0.07
H -5.7634 7.2431 -2.2517 -0.03 -0.01 -0.05 0.08
H -7.4265 7.7631 -1.9198 -0.02 -0.01 -0.01 0.08
H -6.2291 7.7702 -0.6324 -0.08 0.02 0.01 0.06
H -7.3722 5.3171 -2.0707 0.04 -0.06 0.00 0.12
H -7.7405 5.7822 -0.4183 0.02 0.03 0.03 0.11
H -4.6877 6.3640 0.1944 -0.03 0.02 0.01 0.11
H -4.3716 4.6656 0.5050 -0.01 -0.04 -0.10 0.11
H -6.7961 6.2257 1.5463 0.05 0.05 0.04 0.05
H -5.4252 5.6560 2.4882 0.04 -0.02 0.00 0.08
H -6.5498 4.4931 1.7615 0.06 -0.04 0.01 0.08
C 7.9725 -9.1053 -1.8897 -0.13 -0.01 -0.09 -0.08
C 7.1774 -9.7001 -0.7398 0.15 -0.03 0.00 -0.28
O 5.8292 -9.2665 -0.6893 -0.08 0.16 0.11 -0.18
C 5.0333 -9.5922 -1.8140 -0.07 -0.05 -0.09 -0.29
C 4.8962 -11.0843 -2.0619 0.13 -0.02 0.03 -0.08
H 7.8929 -8.0170 -1.8871 0.04 0.01 0.04 0.07
H 9.0231 -9.3805 -1.8004 0.01 0.01 0.02 0.08
H 7.6194 -9.4631 -2.8579 0.04 -0.03 0.00 0.07
H 7.6157 -9.3841 0.2068 -0.06 0.01 0.03 0.12
H 7.2282 -10.7936 -0.7614 0.00 0.00 -0.04 0.11
H 5.4101 -9.0861 -2.7109 0.02 -0.03 -0.01 0.11
H 4.0505 -9.1688 -1.6017 0.02 0.03 0.06 0.11
H 5.8423 -11.5356 -2.3626 -0.01 0.00 -0.04 0.07
H 4.1760 -11.2671 -2.8593 -0.02 0.01 0.00 0.08
H 4.5559 -11.5912 -1.1587 -0.04 0.01 0.00 0.08
C -8.0432 9.5068 4.0113 -0.13 -0.04 -0.04 -0.08
C -7.6200 9.6161 2.5563 0.06 0.09 0.10 -0.28
O -8.1452 8.5950 1.7281 0.12 -0.15 -0.11 -0.18
C -9.5573 8.5369 1.6348 -0.13 0.00 -0.03 -0.28
C -10.1881 9.7917 1.0562 0.09 0.08 0.07 -0.08
H -7.8233 8.5113 4.3990 0.05 0.00 0.01 0.08
H -7.5109 10.2439 4.6126 0.03 0.00 0.00 0.08
H -9.1115 9.6858 4.1396 0.01 0.04 0.01 0.07
H -6.5367 9.5144 2.4849 0.00 -0.04 -0.05 0.12
H -7.8717 10.6040 2.1550 -0.03 0.00 0.02 0.11
H -9.9970 8.2980 2.6095 -0.01 0.04 0.01 0.11
H -9.7664 7.6904 0.9798 0.06 -0.03 0.00 0.11
H -10.0775 10.6483 1.7224 -0.04 -0.01 0.01 0.07
H -11.2547 9.6344 0.8962 -0.01 -0.02 -0.01 0.08
H -9.7241 10.0474 0.1029 -0.02 -0.03 -0.03 0.08
```
Forces are in eV/Å.